#P
C33H77N11O11 | the ωB97M-V functional and the def2-TZVPD basis

Computed properties:
SMILES: CNC(C)=O.CNC(C)=O.CNC(C)=O.CNC(C)=O.CNC(C)=O.CNC(C)=O.CNC(C)=O.CNC(C)=O.CNC(C)=O.CNC(C)=O.CNC(C)=O
HOMO level: -8.60 eV
frontier orbital gap: 0.3248 Eh
LUMO energy: 0.244 eV

ORCA input file:
```
! RIJCOSX wB97M-V def2-TZVPD def2/J DEFGRID3
* xyz 0 1
O -3.910 2.453 5.677
O -5.729 -1.861 0.461
O 4.357 -3.248 -5.075
O -4.895 2.486 -1.601
O 4.044 1.736 -5.725
O -3.100 -4.273 2.330
O 0.574 0.253 -3.626
O -0.263 -0.361 0.919
O 6.349 0.275 -1.764
O -1.754 5.092 2.060
O 3.479 -4.112 1.110
N -2.102 -2.836 0.886
N 4.107 -4.302 -3.057
N -6.445 2.892 -0.014
N -0.987 -0.160 -5.186
N 4.089 1.244 -3.498
N -0.156 1.582 -0.199
N 6.512 -1.132 0.014
N -0.704 6.757 3.172
N 2.308 -4.880 2.901
N -6.125 -1.540 2.646
N -2.157 3.359 4.567
C -0.065 -0.557 -4.298
C 4.505 1.121 -4.774
C 2.812 -6.253 2.851
C -1.988 -3.706 -0.249
C -0.725 5.603 2.468
C 1.695 0.027 -0.390
C -1.473 1.929 0.293
C -1.918 7.490 3.447
C -6.974 -2.733 2.725
C 4.391 -3.160 -2.201
C -1.055 1.238 -5.642
C 0.616 4.907 2.292
C -3.437 2.963 4.669
C 1.813 -2.658 2.095
C -2.283 -2.246 3.262
C 0.195 -2.038 -4.092
C -2.556 -3.193 2.102
C 6.971 -0.556 -1.113
C 5.327 -0.661 0.710
C -5.429 -1.316 1.509
C -4.492 4.377 -0.180
C 4.100 -4.235 -4.411
C 5.606 0.090 -5.036
C 8.412 -0.887 -1.484
C -5.272 3.166 -0.660
C 3.682 -5.576 -5.056
C 0.355 0.403 0.182
C 2.627 -3.956 1.969
C -7.322 1.805 -0.376
C 3.212 2.312 -3.041
C -4.424 -0.183 1.578
C -4.160 3.065 3.345
C -1.084 2.980 5.467
H 3.710 -5.121 -2.634
H 4.997 0.260 0.238
H -1.758 2.970 0.163
H 6.948 -1.928 0.445
H 5.324 -3.417 -1.694
H 0.495 3.902 2.695
H -4.612 4.233 0.902
H -6.359 -3.602 2.952
H 4.542 -1.418 0.623
H -2.272 1.304 -0.118
H 1.381 -4.828 3.293
H -3.459 4.353 -0.497
H 4.739 0.953 -2.779
H -0.533 1.917 -4.981
H 1.832 -1.044 -0.276
H 1.206 -2.130 -3.700
H 8.992 -0.658 -0.592
H 0.954 -2.721 1.425
H -4.991 2.391 3.148
H -1.327 3.189 6.506
H -0.679 1.253 -6.662
H 6.555 0.359 -4.576
H 2.198 1.965 -2.832
H 1.399 -2.591 3.098
H -4.926 5.373 -0.263
H -1.742 8.138 4.305
H 1.746 0.200 -1.470
H 3.327 -5.414 -6.077
H -2.107 1.506 -5.513
H 0.148 -2.609 -5.018
H -7.368 1.068 0.433
H -1.020 -4.198 -0.352
H 1.357 5.474 2.855
H 8.646 -0.270 -2.340
H 3.084 3.078 -3.807
H -2.296 8.096 2.622
H 2.191 -6.965 3.391
H -0.169 3.474 5.153
H -6.031 -0.999 3.484
H -4.888 0.706 1.147
H 5.461 -0.501 1.780
H -0.486 -2.399 -3.321
H -3.153 -2.071 3.884
H -3.459 2.851 2.534
H -1.861 -1.861 0.789
H -7.544 -2.916 1.820
H 2.783 -6.653 1.834
H -2.681 6.766 3.732
H -7.721 -2.528 3.493
H 3.592 -2.859 -1.529
H -1.879 3.763 3.685
H -1.658 1.756 1.356
H 3.824 -6.227 3.248
H 5.685 -0.063 -6.108
H -1.675 -1.403 2.924
H 4.671 -2.258 -2.746
H -8.290 2.236 -0.636
H 5.290 -0.874 -4.625
H -2.716 -4.514 -0.132
H 0.913 4.794 1.252
H 3.720 2.744 -2.179
H 8.366 -1.972 -1.610
H -2.316 -3.273 -1.193
H -4.507 4.087 3.171
H 0.170 7.245 3.263
H 2.480 0.665 0.016
H -1.576 -2.816 3.875
H -0.943 1.897 5.385
H 2.790 -5.974 -4.566
H 2.500 -1.869 1.809
H -7.027 1.178 -1.214
H 0.103 1.960 -1.096
H 4.483 -6.303 -5.178
H -6.674 3.412 0.814
H -1.547 -0.838 -5.672
H -3.564 -0.409 0.946
H -3.947 0.000 2.541
*
```

=====

#Q
C33H77N11O11 | the ωB97M-V functional and the def2-TZVPD basis

Computed properties:
SMILES: CN(C)C=O.CN(C)C=O.CN(C)C=O.CN(C)C=O.CN(C)C=O.CN(C)C=O.CN(C)C=O.CN(C)C=O.CN(C)C=O.CN(C)C=O.CN(C)C=O
HOMO level: -8.83 eV
frontier orbital gap: 0.3354 Eh
LUMO energy: 0.300 eV

ORCA input file:
```
! RIJCOSX wB97M-V def2-TZVPD def2/J DEFGRID3
* xyz 0 1
O -24.030 0.610 -13.706
O -16.701 -7.644 -22.122
O -17.905 -1.401 -13.646
O -14.906 2.309 -14.786
O -21.906 -4.975 -18.266
O -18.765 2.420 -14.408
O -22.283 -1.838 -17.702
O -19.605 -3.707 -8.628
O -16.975 -6.458 -16.433
O -14.559 4.671 -10.851
O -13.368 -2.193 -13.664
N -14.492 -7.907 -21.756
N -16.360 -1.613 -15.318
N -20.540 -3.513 -19.429
N -18.584 1.715 -16.591
N -13.245 3.447 -15.950
N -19.076 -7.010 -17.149
N -22.331 -3.034 -15.826
N -15.523 2.669 -11.242
N -22.259 2.055 -13.532
N -19.496 -2.505 -10.555
N -14.347 -3.181 -11.853
C -22.883 -2.649 -17.017
C -13.802 -2.229 -10.874
C -15.584 -0.740 -16.205
C -21.679 -4.163 -19.182
C -19.753 -6.279 -16.078
C -19.503 -3.509 -18.405
C -14.764 2.028 -10.157
C -22.473 2.494 -14.942
C -21.155 2.464 -12.639
C -18.109 1.932 -17.927
C -13.785 2.357 -15.292
C -14.012 -3.067 -13.149
C -19.923 -2.723 -9.295
C -15.168 -4.306 -11.303
C -18.283 2.541 -15.526
C -17.745 -7.056 -17.170
C -23.124 1.132 -13.082
C -16.715 -2.991 -15.667
C -18.786 -3.521 -11.245
C -19.856 -1.303 -11.324
C -15.808 -8.219 -21.558
C -21.169 -2.460 -15.262
C -19.473 0.580 -16.386
C -19.810 -7.588 -18.275
C -13.411 -8.529 -21.012
C -14.130 -6.878 -22.694
C -16.413 1.837 -11.972
C -22.993 -4.125 -15.058
C -20.666 -2.436 -20.355
C -11.853 3.433 -16.363
C -17.110 -0.933 -14.456
C -15.336 3.976 -11.490
C -13.873 4.705 -15.701
H -17.038 2.471 -12.650
H -20.305 1.844 -12.900
H -16.149 -0.623 -17.146
H -19.180 -8.151 -18.935
H -21.015 -1.415 -15.538
H -12.752 -9.134 -21.634
H -15.229 0.179 -15.770
H -20.548 -1.951 -8.879
H -14.423 -3.872 -13.782
H -20.286 -2.987 -15.624
H -19.673 -2.086 -20.686
H -22.406 -5.053 -15.072
H -14.909 4.684 -15.408
H -14.645 -1.246 -16.516
H -17.758 3.449 -15.875
H -17.531 2.842 -18.010
H -18.920 2.027 -18.642
H -19.399 -4.266 -11.729
H -19.226 -5.332 -15.990
H -14.534 -5.058 -10.817
H -17.342 -7.734 -17.937
H -15.814 -3.950 -10.498
H -23.899 -3.031 -17.158
H -17.289 -3.466 -14.849
H -23.234 -3.797 -14.002
H -20.525 0.716 -16.825
H -12.834 -7.783 -20.502
H -21.018 3.571 -12.830
H -22.957 0.991 -12.015
H -19.643 0.498 -15.297
H -15.046 -6.444 -23.077
H -15.834 1.134 -12.600
H -17.117 0.137 -14.606
H -16.978 1.253 -11.293
H -17.501 1.129 -18.232
H -11.537 2.389 -16.474
H -15.894 -8.955 -20.663
H -20.332 -6.780 -18.942
H -19.728 -6.805 -15.161
H -21.609 2.383 -15.580
H -13.876 5.351 -16.601
H -14.365 2.738 -9.399
H -22.762 3.542 -15.026
H -20.000 -1.536 -12.403
H -11.910 4.126 -17.237
H -13.631 -6.034 -22.272
H -15.884 -3.641 -15.971
H -13.138 1.481 -15.247
H -15.962 4.301 -12.351
H -13.515 -7.327 -23.443
H -13.756 -2.845 -9.876
H -23.940 -4.360 -15.532
H -15.768 -4.681 -12.070
H -12.767 -1.918 -11.105
H -18.573 -3.102 -18.852
H -21.443 2.443 -11.566
H -17.397 -3.099 -16.509
H -20.629 -8.276 -17.996
H -21.296 -2.559 -14.155
H -20.764 -6.088 -16.489
H -20.778 -0.899 -10.927
H -13.337 5.273 -14.932
H -11.241 4.032 -15.519
H -23.271 1.832 -15.272
H -15.484 1.374 -9.667
H -19.123 -0.462 -11.246
H -18.125 -3.243 -12.059
H -19.159 -4.472 -18.142
H -22.471 -3.977 -19.880
H -21.196 -2.814 -21.173
H -13.908 -9.150 -20.260
H -19.073 -0.327 -16.883
H -18.281 -4.119 -10.495
H -13.940 1.460 -10.559
H -21.225 -1.581 -19.906
H -19.758 -3.028 -17.495
H -14.494 -1.464 -10.702
*
```

=====

How do the energies compare? Relative to the most stable structure, in eV: #P 0.000; #Q 6.219.

=====

#P
C6H7N | the ωB97M-V functional and the def2-TZVPD basis

Computed properties:
HOMO level (alpha / beta): -8.12 / -8.12 eV
frontier orbital gap (alpha / beta): 0.2853 / 0.2853 Eh
LUMO energy (alpha / beta): -0.354 / -0.354 eV

ORCA input file:
```
! RIJCOSX wB97M-V def2-TZVPD def2/J DEFGRID3
* xyz 0 1
N -2.948 0.604 0.182
C 0.199 -1.137 0.366
C -0.033 1.065 -0.035
C 2.338 0.140 -0.013
C -1.258 -1.240 -0.077
C 0.821 0.040 -0.022
C -1.895 0.047 0.028
H 0.229 2.086 0.017
H -1.266 -1.547 -1.187
H 2.917 0.394 -0.985
H 2.665 -0.794 0.330
H -2.945 1.638 0.119
H -1.498 -2.007 0.512
H 2.674 0.712 0.764
*
```

=====

#Q
C6H7N | the ωB97M-V functional and the def2-TZVPD basis

Computed properties:
SMILES: C#C[C@@H](C)CC#N
HOMO level: -10.00 eV
frontier orbital gap: 0.3962 Eh
LUMO energy: 0.784 eV

ORCA input file:
```
! RIJCOSX wB97M-V def2-TZVPD def2/J DEFGRID3
* xyz 0 1
N -0.017 -2.638 -1.049
C 0.814 -0.301 0.943
C -0.491 -1.602 -0.854
C -0.365 0.504 0.586
C 1.497 -1.295 0.869
C -1.048 -0.268 -0.612
C -0.072 1.958 0.200
H -2.123 -0.387 -0.449
H 0.352 2.505 1.046
H -0.919 0.297 -1.541
H 0.644 1.999 -0.627
H 1.768 -2.273 0.501
H -0.988 2.473 -0.113
H -1.069 0.504 1.427
*
```

=====

How do the energies compare? Relative to the most stable structure, in eV: #P 4.279; #Q 0.000.

=====

#P
C6H7N | the ωB97M-V functional and the def2-TZVPD basis

Computed properties:
SMILES: N#CC1CC=CC1
HOMO level: -9.58 eV
frontier orbital gap: 0.3781 Eh
LUMO energy: 0.712 eV

ORCA input file:
```
! RIJCOSX wB97M-V def2-TZVPD def2/J DEFGRID3
* xyz 0 1
N 0.311 2.435 -1.536
C -0.434 -1.448 -0.313
C -0.266 0.797 0.552
C -1.253 -0.386 0.386
C -0.279 1.892 -0.686
C 1.134 0.198 0.283
C 0.864 -1.165 -0.281
H -0.392 1.374 1.469
H 1.933 0.337 1.014
H -1.645 -0.782 1.337
H 1.357 0.852 -0.537
H 1.656 -1.754 -0.732
H -2.109 -0.025 -0.176
H -0.879 -2.324 -0.779
*
```

=====

#Q
C6H7N | the ωB97M-V functional and the def2-TZVPD basis

Computed properties:
HOMO level (alpha / beta): -8.24 / -8.24 eV
frontier orbital gap (alpha / beta): 0.2556 / 0.2556 Eh
LUMO energy (alpha / beta): -1.281 / -1.281 eV

ORCA input file:
```
! RIJCOSX wB97M-V def2-TZVPD def2/J DEFGRID3
* xyz 0 1
N 1.335 0.557 1.254
C 2.497 0.552 1.921
C -1.288 -0.895 -1.274
C 0.551 -0.502 0.652
C -0.501 -0.976 0.122
C -2.031 0.374 -1.595
C -1.672 -1.737 -0.121
H -2.843 0.328 -2.232
H -1.460 1.035 -2.113
H 2.578 -0.128 2.695
H 3.327 0.376 1.212
H -0.852 -1.364 -2.227
H 2.789 1.643 2.394
H -2.431 0.736 -0.690
*
```

=====

How do the energies compare? Relative to the most stable structure, in eV: #P 0.000; #Q 6.573.

=====

#P
C3H4O2S | the ωB97M-V functional and the def2-TZVPD basis

Computed properties:
HOMO level: -9.78 eV
frontier orbital gap: 0.3828 Eh
LUMO energy: 0.636 eV

ORCA input file:
```
! RIJCOSX wB97M-V def2-TZVPD def2/J DEFGRID3
* xyz 0 1
S 1.917 -0.204 -0.086
O -1.362 -1.635 -0.003
O -1.678 0.609 -0.270
C -1.008 -0.503 0.108
C -0.501 1.462 -0.060
C 0.307 0.295 0.549
H -0.114 1.887 -1.016
H 1.382 -0.612 -1.263
H -0.715 2.310 0.618
H 0.310 0.361 1.639
*
```

=====

#Q
C3H4O2S | the ωB97M-V functional and the def2-TZVPD basis

Computed properties:
HOMO level: -9.31 eV
frontier orbital gap: 0.3301 Eh
LUMO energy: -0.330 eV

ORCA input file:
```
! RIJCOSX wB97M-V def2-TZVPD def2/J DEFGRID3
* xyz 0 1
S -0.760 2.362 -1.385
O 0.424 3.176 -1.673
O -0.637 0.212 1.689
C -0.279 0.089 0.342
C 0.395 -1.176 -0.021
C -0.320 1.066 -0.513
H -0.762 -0.684 2.031
H 1.443 -1.309 0.073
H 0.160 -2.118 0.498
H 0.335 -1.618 -1.041
*
```

=====

How do the energies compare? Relative to the most stable structure, in eV: #P 0.000; #Q 2.547.